# 1
{"formula": "C7H7NO3", "method": "ωB97M-V/def2-TZVPD", "elements": ["O", "O", "O", "N", "C", "C", "C", "C", "C", "C", "C", "H", "H", "H", "H", "H", "H", "H"], "xyz": [[-3.164, 0.807, 0.221], [3.134, 0.852, -0.293], [2.547, -1.496, 0.293], [-3.229, -0.590, -0.254], [0.203, -1.265, -0.015], [-0.581, 0.863, -0.047], [1.443, -0.779, 0.047], [1.836, 0.535, -0.095], [-0.829, -0.512, -0.159], [-2.075, -1.036, -0.386], [0.733, 1.329, -0.117], [-4.069, 1.345, 1.183], [-2.100, -2.176, -0.428], [0.310, -2.450, 0.063], [-1.503, 1.335, 0.049], [0.687, 2.467, -0.285], [3.477, -0.996, 0.025], [3.178, 1.767, 0.200]], "nbo_charge": [-0.64, -0.68, -0.70, -0.10, -0.21, -0.19, 0.26, 0.23, -0.16, 0.05, -0.27, 0.48, 0.21, 0.23, 0.26, 0.22, 0.52, 0.51], "relative_energy_ev": 7.893, "charge": 0, "e_lumo_ev": -0.56}



# 2
{"formula": "C26H15AsBCl2F9NO8SSeY", "method": "ωB97M-V/def2-TZVPD", "elements": ["Y", "Se", "As", "Cl", "Cl", "S", "F", "F", "F", "F", "F", "F", "F", "F", "F", "O", "O", "O", "O", "O", "O", "O", "O", "N", "C", "C", "C", "C", "C", "C", "C", "C", "C", "C", "C", "C", "C", "C", "C", "C", "C", "C", "C", "C", "C", "C", "C", "C", "C", "C", "B", "H", "H", "H", "H", "H", "H", "H", "H", "H", "H", "H", "H", "H", "H", "H"], "xyz": [[-0.480, 0.698, 0.615], [-2.097, 1.990, 2.316], [1.307, -1.654, 1.625], [-3.505, -1.030, 1.360], [-0.177, -5.248, 0.953], [1.376, 2.438, 2.050], [-3.696, -1.199, -1.926], [-2.414, 0.472, -0.954], [-4.724, 0.723, -1.162], [-5.247, 2.172, 2.678], [-3.712, 4.146, -2.139], [-7.074, 3.189, 0.992], [-6.329, 4.166, -1.418], [-3.363, 0.804, -3.030], [-1.872, 3.061, -0.480], [0.658, 1.410, 2.825], [2.093, -0.055, 0.866], [0.167, -0.051, -1.277], [1.726, -1.253, 3.339], [-0.282, -1.046, 1.588], [1.028, -2.102, -0.993], [0.819, 2.447, 0.672], [1.454, 3.738, 2.654], [-1.927, -2.952, -0.201], [0.254, -1.315, -1.532], [5.397, 0.454, 2.340], [-3.153, 3.092, -0.094], [-1.498, -4.430, 1.735], [3.143, 0.495, 1.501], [-2.144, -3.346, 1.111], [-2.970, -2.561, 1.955], [-2.322, -5.826, -2.511], [-2.350, -5.052, -1.361], [3.017, 1.797, 1.995], [-3.483, 2.587, 1.157], [-4.826, 2.629, 1.490], [-1.254, -3.223, -2.523], [-5.779, 3.145, 0.632], [-1.789, -4.801, 3.041], [-0.676, -1.824, -2.640], [-1.784, -5.306, -3.677], [4.351, -0.176, 1.685], [5.268, 1.758, 2.813], [-4.078, 3.626, -0.961], [-5.405, 3.646, -0.594], [-1.829, -3.756, -1.348], [-2.693, -4.074, 3.790], [-3.250, -2.921, 3.255], [4.063, 2.425, 2.652], [-1.261, -4.021, -3.663], [-3.598, 0.198, -1.795], [4.432, -1.196, 1.331], [1.241, -0.441, 3.580], [-2.802, -5.440, -0.457], [-0.838, -3.613, -4.575], [-2.916, -4.364, 4.810], [-1.484, -1.104, -2.753], [-2.175, -1.993, -0.396], [-1.262, -5.646, 3.468], [-3.888, -2.277, 3.846], [6.324, -0.085, 2.500], [-2.731, -6.830, -2.490], [6.091, 2.238, 3.328], [-0.076, -1.775, -3.551], [-1.789, -5.889, -4.592], [3.901, 3.422, 3.046]], "nbo_charge": [1.85, -0.30, 1.78, 0.10, 0.01, 2.44, -0.57, -0.58, -0.56, -0.31, -0.30, -0.31, -0.31, -0.56, -0.30, -1.01, -0.84, -0.85, -1.09, -1.29, -0.68, -1.03, -0.96, -0.62, 0.82, -0.19, 0.36, -0.09, 0.46, 0.22, -0.07, -0.22, -0.24, -0.44, -0.29, 0.31, 0.08, 0.26, -0.23, -0.56, -0.26, -0.30, -0.27, 0.27, 0.26, 0.16, -0.24, -0.21, -0.16, -0.21, 1.37, 0.22, 0.50, 0.21, 0.19, 0.20, 0.26, 0.43, 0.21, 0.23, 0.20, 0.19, 0.20, 0.22, 0.19, 0.23], "relative_energy_ev": 1.098, "charge": -2, "e_lumo_ev": 4.33}



# 3
{"formula": "C6H13NOSi", "method": "ωB97M-V/def2-TZVPD", "elements": ["Si", "O", "N", "C", "C", "C", "C", "C", "C", "H", "H", "H", "H", "H", "H", "H", "H", "H", "H", "H", "H", "H"], "xyz": [[1.207, 0.128, -0.192], [-0.502, 0.179, -0.479], [-1.593, -0.830, 1.327], [-1.727, 0.005, 0.158], [1.631, -1.681, 0.007], [1.703, 1.199, 1.444], [-2.956, 0.095, -0.352], [-4.146, 0.503, -0.528], [2.006, 0.806, -1.744], [-2.468, -1.405, 1.378], [1.849, 0.165, -2.672], [3.108, 1.111, -1.539], [1.829, 0.489, 2.247], [-4.729, 1.275, -0.169], [-0.861, -1.464, 1.274], [-4.709, -0.159, -1.228], [2.650, 1.803, 1.441], [0.702, -2.184, 0.296], [1.941, -2.016, -1.085], [1.675, 1.892, -2.140], [0.925, 1.931, 1.786], [2.463, -1.842, 0.772]], "nbo_charge": [1.87, -0.86, -0.83, 0.45, -1.16, -1.10, -0.11, -0.41, -1.19, 0.38, 0.25, 0.25, 0.23, 0.20, 0.36, 0.19, 0.24, 0.23, 0.25, 0.26, 0.25, 0.25], "relative_energy_ev": 3.700, "charge": 0, "e_lumo_ev": 0.75}



# 4
{"formula": "CH7N2S", "method": "ωB97M-V/def2-TZVPD", "elements": ["S", "N", "N", "C", "H", "H", "H", "H", "H", "H", "H"], "xyz": [[-0.554, 1.566, 1.617], [0.621, -0.412, -2.216], [0.331, -1.438, 0.103], [-0.160, -1.213, -1.248], [1.239, -1.899, 0.150], [0.710, 0.463, -1.698], [-0.213, -2.231, -1.669], [1.554, -0.824, -2.220], [-0.056, 0.963, 2.719], [-1.166, -0.812, -1.148], [0.478, -0.560, 0.600]], "nbo_charge": [-0.09, -0.82, -0.85, -0.07, 0.35, 0.34, 0.17, 0.34, 0.10, 0.18, 0.35], "multiplicity": 2, "relative_energy_ev": 0.000, "charge": 0, "e_lumo_ev": [0.82, -2.81]}



# 5
{"formula": "C4H19N3O3", "method": "ωB97M-V/def2-TZVPD", "elements": ["O", "O", "O", "N", "N", "N", "C", "C", "C", "C", "H", "H", "H", "H", "H", "H", "H", "H", "H", "H", "H", "H", "H", "H", "H", "H", "H", "H", "H"], "xyz": [[0.729, 0.421, 3.153], [-0.368, -1.335, 1.426], [-1.921, -2.610, -0.193], [2.393, 0.102, 0.799], [-2.262, 0.538, 0.132], [0.046, 0.146, -2.609], [1.041, 1.432, -0.778], [-0.114, 0.464, -1.195], [-1.519, 1.123, -1.066], [2.332, 0.688, -0.551], [-1.664, -3.139, -1.054], [0.412, -1.451, 0.895], [-2.783, -0.389, -0.103], [3.301, 1.460, -0.710], [2.525, -0.215, -1.298], [-1.106, -1.935, 1.290], [0.657, -0.404, 3.547], [-0.065, 0.780, 3.141], [1.168, 2.179, -1.662], [-1.640, -1.799, -0.550], [1.447, 0.202, 1.267], [0.318, -0.836, -2.643], [-2.042, 1.239, -1.970], [-0.894, 0.112, -3.170], [-1.231, 2.242, -0.705], [0.029, -0.401, -0.416], [-1.435, 0.239, 0.737], [3.085, 0.609, 1.490], [0.713, 1.959, 0.108]], "nbo_charge": [-0.92, -0.99, -0.94, -0.91, -0.86, -0.85, -0.44, -0.07, -0.23, -0.22, 0.48, 0.49, 0.34, 0.19, 0.18, 0.51, 0.48, 0.46, 0.22, 0.47, 0.38, 0.35, 0.19, 0.36, 0.18, 0.17, 0.38, 0.38, 0.21], "relative_energy_ev": 3.067, "charge": 0, "e_lumo_ev": 0.21}



# 6
{"formula": "C10H15ClN", "method": "ωB97M-V/def2-TZVPD", "elements": ["Cl", "N", "C", "C", "C", "C", "C", "C", "C", "C", "C", "C", "H", "H", "H", "H", "H", "H", "H", "H", "H", "H", "H", "H", "H", "H", "H"], "xyz": [[2.865, -0.107, 1.334], [-0.254, 1.343, 0.804], [-0.585, 0.327, 1.826], [-1.059, -2.399, -1.545], [0.479, 0.691, -0.270], [0.083, -3.191, -1.888], [1.364, -1.174, -1.444], [1.251, -2.446, -2.006], [0.210, -0.521, -0.832], [-1.036, -1.170, -0.970], [-1.549, 1.942, 0.461], [0.685, 2.412, 1.373], [0.325, 0.076, 2.276], [-2.129, 2.125, 1.330], [0.215, 2.672, 2.281], [-1.282, 2.781, -0.105], [-2.089, 1.309, -0.224], [-1.986, -2.907, -1.539], [-0.041, -4.169, -2.037], [-1.312, 0.686, 2.456], [-1.870, -0.579, -0.776], [1.516, 1.078, -0.411], [2.265, -2.934, -2.334], [-0.810, -0.505, 1.134], [0.766, 3.322, 0.732], [2.340, -0.704, -1.432], [1.639, 2.044, 1.809]], "nbo_charge": [-0.05, -0.24, -0.40, -0.15, -0.02, -0.13, -0.14, -0.20, -0.10, -0.25, -0.39, -0.43, 0.23, 0.23, 0.22, 0.23, 0.23, 0.23, 0.23, 0.22, 0.21, 0.24, 0.25, 0.24, 0.25, 0.23, 0.27], "multiplicity": 3, "charge": 1, "e_lumo_ev": [-2.53, -7.42]}



So what do the calculations give for calculated total energy? Going down the list: -551.15545 -8574.86805 -655.84297 -549.92497 -553.65939 -904.56116 a.u..